1.
Below is the molecule C19H24N2O5S, with properties calculated with ωB97M-V/def2-TZVPD.

* total energy: -1622.3028 Ha
* HOMO: -8.71 eV
* net charge: 0
* spin multiplicity: 1
* HOMO-LUMO gap: 9.4 eV
* SMILES string: CCOc1ccc(S(=O)(=O)N2CCC[C@@H](C(=O)NCc3ccco3)C2)cc1

Each line ends with the Mulliken charge.
Geometry (Å):
C (-6.53, -2.05, 0.33)  -1.0310
C (-5.52, -1.93, 1.46)  -0.4205
O (-4.20, -2.24, 1.05)  -0.4495
C (-3.48, -1.35, 0.32)  0.8246
C (-3.88, -0.05, 0.00)  -0.1967
C (-3.04, 0.76, -0.73)  -0.8294
C (-1.81, 0.30, -1.16)  -0.3574
S (-0.71, 1.40, -2.03)  1.2266
O (0.18, 0.63, -2.85)  -0.7108
O (-1.48, 2.45, -2.62)  -0.7263
N (0.22, 2.09, -0.83)  0.1048
C (-0.46, 2.96, 0.09)  -0.5543
C (0.56, 3.83, 0.82)  -0.8515
C (1.60, 2.96, 1.52)  -0.9430
C (2.25, 2.02, 0.51)  0.5196
C (3.19, 1.02, 1.17)  0.1094
O (3.11, 0.69, 2.33)  -0.6863
N (4.12, 0.52, 0.33)  -0.1972
C (4.90, -0.65, 0.66)  -0.7744
C (4.52, -1.81, -0.21)  0.4792
C (5.27, -2.68, -0.95)  -0.7131
C (4.35, -3.55, -1.58)  -0.4429
C (3.12, -3.14, -1.18)  -0.4014
O (3.21, -2.09, -0.35)  -0.1646
C (1.15, 1.20, -0.19)  -1.0104
C (-1.40, -0.99, -0.85)  -0.2600
C (-2.23, -1.81, -0.12)  -0.7888
H (-7.53, -1.85, 0.71)  0.3543
H (-6.31, -1.34, -0.47)  0.3346
H (-6.50, -3.05, -0.08)  0.3084
H (-5.55, -0.93, 1.92)  0.3319
H (-5.73, -2.67, 2.24)  0.3113
H (-4.83, 0.33, 0.32)  0.3644
H (-3.33, 1.77, -1.00)  0.4862
H (-1.15, 3.57, -0.50)  0.4382
H (-1.04, 2.38, 0.82)  0.3291
H (0.05, 4.47, 1.54)  0.4009
H (1.06, 4.47, 0.09)  0.3600
H (1.12, 2.36, 2.30)  0.3146
H (2.36, 3.58, 1.99)  0.4250
H (2.78, 2.60, -0.25)  0.3263
H (4.08, 0.77, -0.65)  0.3245
H (5.97, -0.45, 0.54)  0.3007
H (4.69, -0.86, 1.71)  0.3267
H (6.34, -2.70, -1.03)  0.4488
H (4.58, -4.36, -2.24)  0.4265
H (2.13, -3.50, -1.41)  0.4763
H (1.57, 0.55, -0.97)  0.5482
H (0.65, 0.57, 0.56)  0.2590
H (-0.45, -1.33, -1.21)  0.6164
H (-1.94, -2.82, 0.13)  0.4330

=====

2.
Below is the molecule C19H24N4O2S at a distorted geometry, with properties calculated with ωB97M-V/def2-TZVPD.

* total energy: -1506.0390 Ha
* HOMO: -7.28 eV
* net charge: 0
* spin multiplicity: 1
* HOMO-LUMO gap: 8.0 eV
* SMILES string: C[C@@H](c1ccc2c(c1)OCO2)N1CCN(c2nc3c(s2)CNCC3)CC1

Each line ends with the Mulliken charge.
Geometry (Å):
C (-2.30, 1.72, -1.81)  -1.6916
C (-1.20, 1.00, -2.56)  0.1258
C (-0.17, 1.90, -3.13)  0.0044
C (0.63, 1.44, -4.25)  -1.0663
C (1.62, 2.26, -4.78)  -0.7952
C (1.80, 3.54, -4.27)  1.0273
C (1.04, 4.00, -3.25)  0.6524
C (0.07, 3.21, -2.63)  -0.7601
O (1.43, 5.27, -2.94)  -0.5185
C (2.45, 5.61, -3.90)  -0.2486
O (2.72, 4.45, -4.69)  -0.4839
N (-0.57, -0.02, -1.66)  0.3131
C (0.20, 0.47, -0.52)  -0.3078
C (1.14, -0.58, 0.05)  -1.0406
N (0.35, -1.82, 0.33)  0.2622
C (0.24, -2.46, 1.58)  0.4451
N (0.65, -1.77, 2.63)  -0.4721
C (0.22, -2.38, 3.80)  -0.3976
C (-0.52, -3.54, 3.69)  0.5010
S (-0.71, -3.93, 2.00)  -0.2940
C (-1.00, -4.31, 4.86)  -0.4904
N (-0.57, -3.70, 6.14)  -0.4262
C (-0.50, -2.24, 6.19)  -0.6764
C (0.47, -1.74, 5.10)  -0.3403
C (-0.40, -2.35, -0.83)  -1.0459
C (-1.30, -1.24, -1.35)  -0.6116
H (-1.94, 2.30, -0.95)  0.2919
H (-3.05, 1.01, -1.46)  0.4217
H (-2.80, 2.45, -2.50)  0.4348
H (-1.64, 0.52, -3.40)  0.6414
H (0.52, 0.47, -4.63)  0.5037
H (2.23, 1.86, -5.59)  0.3842
H (-0.46, 3.64, -1.80)  0.3816
H (2.08, 6.42, -4.56)  0.2378
H (3.36, 5.95, -3.43)  0.2453
H (-0.50, 0.78, 0.26)  0.2379
H (0.84, 1.32, -0.77)  0.3657
H (1.95, -0.70, -0.72)  0.2792
H (1.67, -0.16, 0.94)  0.4109
H (-0.57, -5.31, 4.76)  0.3139
H (-2.09, -4.37, 4.84)  0.2817
H (-1.13, -4.07, 6.92)  0.2408
H (-1.45, -1.79, 6.00)  0.3304
H (-0.12, -1.89, 7.16)  0.3742
H (0.36, -0.68, 4.96)  0.3069
H (1.53, -1.94, 5.36)  0.2237
H (0.27, -2.70, -1.63)  0.2959
H (-0.99, -3.26, -0.61)  0.4788
H (-2.05, -1.02, -0.62)  0.2818
H (-1.81, -1.63, -2.28)  0.3715

=====

3.
Below is the molecule C19H24N4O3, with properties calculated with ωB97M-V/def2-TZVPD.

* total energy: -1183.1916 Ha
* HOMO: -8.55 eV
* net charge: 0
* spin multiplicity: 1
* HOMO-LUMO gap: 9.4 eV
* SMILES string: COc1ccccc1CN1C[C@@H](C(=O)NCCc2cn[nH]c2)CCC1=O

Each line ends with the Mulliken charge.
Geometry (Å):
C (3.92, 0.15, -1.90)  -1.0171
O (3.39, 0.43, -0.63)  -0.4131
C (2.83, -0.59, 0.08)  0.7735
C (2.96, -1.94, -0.25)  -0.5928
C (2.39, -2.91, 0.55)  -0.6987
C (1.66, -2.57, 1.67)  -0.6673
C (1.52, -1.23, 2.00)  -0.2847
C (2.10, -0.24, 1.23)  0.9392
C (1.94, 1.21, 1.62)  -1.8563
N (0.85, 1.88, 0.93)  0.2890
C (1.07, 2.50, -0.35)  -1.3696
C (0.00, 2.06, -1.36)  0.3120
C (0.14, 0.57, -1.68)  0.0101
O (0.70, 0.18, -2.69)  -0.7408
N (-0.42, -0.26, -0.79)  0.9330
C (-0.56, -1.69, -1.03)  -0.8615
C (-1.55, -2.27, -0.03)  -0.6583
C (-2.84, -1.53, -0.05)  0.7280
C (-3.23, -0.47, 0.79)  -0.3722
N (-4.41, 0.01, 0.44)  -0.8552
N (-4.79, -0.71, -0.61)  0.1987
C (-3.88, -1.64, -0.95)  -1.2262
C (-1.39, 2.43, -0.83)  -0.6504
C (-1.38, 2.72, 0.68)  -0.8299
C (-0.40, 1.86, 1.45)  0.6251
O (-0.69, 1.25, 2.46)  -0.6666
H (3.15, -0.26, -2.56)  0.3834
H (4.25, 1.11, -2.30)  0.2723
H (4.77, -0.53, -1.85)  0.3816
H (3.51, -2.23, -1.13)  0.3855
H (2.51, -3.95, 0.28)  0.3660
H (1.22, -3.33, 2.29)  0.3976
H (0.95, -0.94, 2.87)  0.4005
H (1.71, 1.26, 2.69)  0.5876
H (2.86, 1.76, 1.41)  0.4640
H (1.04, 3.60, -0.25)  0.5379
H (2.06, 2.21, -0.71)  0.4367
H (0.20, 2.58, -2.30)  0.5284
H (-0.79, 0.08, 0.08)  -0.5117
H (0.41, -2.18, -0.94)  0.2123
H (-0.91, -1.82, -2.06)  0.5985
H (-1.71, -3.33, -0.27)  0.5294
H (-1.11, -2.21, 0.97)  0.2106
H (-2.70, -0.06, 1.64)  0.6856
H (-5.68, -0.52, -1.04)  0.1812
H (-4.03, -2.31, -1.77)  0.5170
H (-1.76, 3.32, -1.35)  0.3442
H (-2.10, 1.62, -1.04)  0.1667
H (-1.09, 3.76, 0.85)  0.4607
H (-2.38, 2.57, 1.10)  0.4159

=====

4.
Below is the molecule C19H24N4O3 at a distorted geometry, with properties calculated with ωB97M-V/def2-TZVPD.

* total energy: -1183.0602 Ha
* HOMO: -7.89 eV
* net charge: 0
* spin multiplicity: 1
* HOMO-LUMO gap: 7.9 eV
* SMILES string: C[C@H]1CN(c2ccc([N+](=O)[O-])c(NCCOc3ccccc3)c2)CCN1

Each line ends with the Mulliken charge.
Geometry (Å):
C (-6.77, 0.20, -0.79)  -1.6311
C (-5.31, -0.21, -0.74)  0.6531
C (-4.70, 0.05, 0.65)  -1.4539
N (-3.31, -0.36, 0.69)  0.1327
C (-2.28, 0.52, 0.47)  0.6002
C (-2.52, 1.86, 0.07)  -0.5934
C (-1.48, 2.72, -0.10)  -0.9977
C (-0.15, 2.34, 0.12)  -0.7333
N (0.85, 3.30, -0.10)  1.0239
O (0.51, 4.42, -0.47)  -0.6925
O (2.03, 3.01, 0.09)  -0.7590
C (0.13, 1.00, 0.53)  0.8885
N (1.39, 0.60, 0.79)  -0.0547
C (1.78, -0.74, 1.12)  -0.9334
C (3.30, -0.80, 1.23)  -0.9425
O (3.82, -0.59, -0.06)  -0.2666
C (5.18, -0.52, -0.22)  0.6000
C (6.11, -0.71, 0.79)  -0.3061
C (7.46, -0.62, 0.50)  -0.5799
C (7.90, -0.35, -0.78)  -0.5388
C (6.96, -0.16, -1.79)  -0.3729
C (5.61, -0.25, -1.52)  -0.4641
C (-0.96, 0.14, 0.69)  -0.0266
C (-3.19, -1.77, 0.39)  -0.6243
C (-3.79, -2.05, -0.99)  -0.8574
N (-5.17, -1.61, -1.11)  -0.3893
H (-7.34, -0.33, -0.03)  0.3540
H (-6.88, 1.27, -0.62)  0.3937
H (-7.19, -0.04, -1.76)  0.3990
H (-4.74, 0.37, -1.48)  0.2873
H (-4.80, 1.09, 0.95)  0.5304
H (-5.23, -0.56, 1.39)  0.3180
H (-3.52, 2.21, -0.13)  0.3249
H (-1.66, 3.74, -0.42)  0.4783
H (2.12, 1.27, 0.54)  0.3760
H (1.34, -1.04, 2.08)  0.4430
H (1.46, -1.45, 0.34)  0.3656
H (3.65, -0.03, 1.93)  0.4591
H (3.60, -1.79, 1.62)  0.5500
H (5.80, -0.92, 1.80)  0.3380
H (8.18, -0.77, 1.29)  0.3503
H (8.95, -0.28, -1.00)  0.3750
H (7.29, 0.05, -2.80)  0.3636
H (4.87, -0.10, -2.29)  0.3900
H (-0.75, -0.86, 1.04)  0.5146
H (-2.15, -2.09, 0.40)  0.3140
H (-3.73, -2.34, 1.16)  0.3091
H (-3.75, -3.12, -1.21)  0.4438
H (-3.21, -1.52, -1.75)  0.3166
H (-5.77, -2.17, -0.52)  0.3247